The following is a quantum chemistry calculation of a structure of composition C12H23N3PS3Sr at a distorted geometry, from the OMol25 dataset.

```
43
Properties=species:S:1:pos:R:3:nbo_charge:R:1
Sr -0.312 1.268 -1.235 1.0417
C -1.698 3.931 3.008 -0.5488
C -2.497 3.388 1.824 -0.5473
S -1.729 3.591 0.185 0.1568
C 0.066 3.468 0.444 -0.6629
C 0.694 2.222 1.106 -0.6692
S -0.430 0.908 1.681 0.1218
C -0.008 0.752 3.442 -0.5089
C -0.073 2.015 4.283 -0.5577
S -1.677 2.835 4.457 0.1886
H -2.105 4.887 3.336 0.2271
H -0.655 4.113 2.753 0.2234
H -3.446 3.917 1.728 0.2213
H -2.705 2.335 1.974 0.2395
H 0.440 4.360 0.943 0.2449
H 0.455 3.607 -0.611 0.1959
H 1.281 2.523 1.974 0.2936
H 1.477 1.757 0.476 0.2544
H 0.987 0.317 3.510 0.2535
H -0.723 0.017 3.811 0.2317
H 0.663 2.751 3.960 0.2321
H 0.228 1.736 5.294 0.2676
C -2.880 0.343 -4.158 -0.9495
P -2.739 -0.677 -2.642 0.7780
C -4.508 -1.118 -2.385 -0.9400
C -2.145 -2.249 -3.384 -0.9388
H -3.384 -0.203 -4.960 0.2104
H -1.877 0.621 -4.485 0.2552
H -3.432 1.258 -3.941 0.2289
H -4.950 -1.544 -3.290 0.2096
H -5.075 -0.231 -2.099 0.2267
H -4.591 -1.844 -1.576 0.2280
H -2.776 -2.547 -4.226 0.2036
H -2.154 -3.039 -2.633 0.2273
H -1.118 -2.104 -3.717 0.2725
C 0.552 -0.682 -2.485 -1.1755
H 0.121 -1.394 -1.745 0.1014
H 1.620 -0.941 -2.520 0.1397
N 3.312 0.314 1.585 -0.5405
C 3.317 1.090 2.454 0.4354
N 3.292 2.060 3.343 -0.7654
C 3.145 1.725 4.610 0.4464
N 2.963 1.513 5.739 -0.5524
```

energy above the lowest of the compared OMol25 structures with the same formula, charge and spin	2.5429	eV
charge	-1